# 1
One molecule with the formula C6H8O3S. Source: OMol25; level of theory: ωB97M-V/def2-TZVPD.

relative energy (zero: lowest compared OMol25 entry of this formula, charge and spin)	2.823	eV
LUMO	0.77	eV
energy	-23326.0737	eV
Kohn-Sham gap	10.949	eV
total charge	0

```
18
Properties=species:S:1:pos:R:3:forces:R:3:mulliken_charge:R:1
C 1.605432 1.900415 0.880446 -2.33 -0.97 0.02 -0.814
C -0.304157 -2.034289 0.956890 -2.53 -1.21 1.63 -0.839
C 1.384355 1.065636 -0.113889 2.50 -0.57 -0.84 -0.687
C 0.472594 -1.346476 0.183942 2.86 0.72 -0.17 -0.376
C -0.383476 0.112720 -1.579274 -0.87 -0.53 0.68 -0.486
C 0.215298 0.104515 -0.162714 -0.42 0.07 0.10 1.658
O -3.083710 -0.555648 0.350137 0.22 -0.25 0.10 -0.470
O -1.712043 0.521988 -1.464395 -2.38 0.91 1.27 -0.361
O -0.817061 0.611076 0.752914 -0.42 -0.29 -1.30 -0.470
S -2.342654 0.642524 0.073067 1.00 0.56 -0.68 0.616
H 2.460821 2.491356 0.868741 1.12 1.12 0.36 0.343
H 0.785229 1.938622 1.595899 0.68 0.49 0.43 0.245
H -0.232239 -3.024001 1.363641 1.21 -0.69 -0.58 0.319
H -1.289542 -1.742739 1.330676 0.44 0.96 -0.35 0.107
H 2.260814 1.065447 -0.882044 -2.04 -0.68 0.89 0.251
H 1.463880 -1.742246 -0.159539 -1.02 0.31 0.24 0.285
H 0.046732 0.954137 -2.126728 0.64 -1.13 -0.87 0.372
H -0.530269 -0.963032 -1.867775 1.36 1.20 -0.94 0.308
```
Positions in Å, forces in eV/Å.



# 2
C6H8OPSn as an isolated structure. Source: OMol25; level of theory: ωB97M-V/def2-TZVPD.

LUMO (alpha / beta)	-5.32 / -5.32	eV
energy	-23509.8674	eV
Kohn-Sham gap (alpha / beta)	6.780 / 6.780	eV
total charge	+1

```
17
Properties=species:S:1:pos:R:3:forces:R:3:mulliken_charge:R:1
C 0.349138 -0.060634 -1.628389 0.38 -0.83 0.28 -0.596
C -0.821280 -0.868052 -1.769982 0.49 1.01 0.53 -0.450
C -0.562321 -2.149359 -1.231228 0.70 -0.19 0.47 -0.387
C 0.775600 -2.206836 -0.788454 0.05 0.90 -0.17 -0.660
C 1.384037 -0.908740 -0.990481 -0.70 -0.19 -0.96 -0.460
Sn 0.297504 0.115629 0.897955 -0.79 -2.02 -2.00 0.813
P -0.613031 2.735963 0.974623 -0.15 1.53 -0.22 -0.253
H 0.537084 0.894781 -2.117979 -0.07 -0.28 0.19 0.599
H -1.730521 -0.571655 -2.297625 0.30 -0.04 0.38 0.411
H -1.262265 -2.984011 -1.232488 0.22 0.29 0.05 0.436
H 2.451550 -0.692150 -0.991337 -0.30 -0.07 0.01 0.582
H 1.291504 -3.087455 -0.413000 -0.19 0.29 0.04 0.414
H -1.627748 3.067953 1.934976 0.50 -0.03 -0.51 0.174
H -1.124307 3.321458 -0.246000 0.31 -0.19 0.88 0.192
H 0.448724 3.638447 1.341230 -0.74 -0.21 -0.22 0.178
O 0.078343 -0.121989 4.848211 0.07 -0.07 -2.41 -0.085
C 0.127990 -0.123348 3.709974 -0.07 0.11 3.67 0.093
```
Positions in Å, forces in eV/Å.



# 3
One molecule with the formula C6H8OS. Source: OMol25; level of theory: ωB97M-V/def2-TZVPD.

relative energy (zero: lowest compared OMol25 entry of this formula, charge and spin)	3.368	eV
LUMO	0.65	eV
energy	-19230.8958	eV
Kohn-Sham gap	9.474	eV
total charge	0

```
16
Properties=species:S:1:pos:R:3:forces:R:3:mulliken_charge:R:1
C 0.633581 1.156583 0.466798 2.22 1.98 -0.74 0.121
C -0.113003 0.704915 -0.831052 1.81 -0.17 2.99 -0.458
C -1.544828 0.420611 -0.744640 0.54 0.99 -2.71 -0.567
C -1.750137 -0.587060 0.074376 -3.76 -0.06 0.46 -0.237
C -0.636814 -1.068061 0.952489 2.33 0.53 0.33 -0.697
C 0.612378 -0.263573 0.247060 -1.77 -2.56 -1.18 0.082
H 2.536602 0.829685 0.502533 -1.52 3.95 -0.97 0.355
H 0.179761 1.576714 1.357925 -0.75 -0.03 -0.33 0.328
H 0.344814 0.786852 -1.785492 0.61 0.52 -0.46 0.551
H -2.216237 0.897001 -1.592468 1.00 -1.26 2.30 0.280
H -2.825085 -0.872474 -0.004859 0.91 -0.70 1.14 0.299
H -0.466419 -2.162547 0.904166 -0.17 0.59 -0.11 0.302
H -0.625746 -0.808342 2.099598 -0.50 -0.23 -2.26 0.238
H 1.734380 -1.186885 -1.643703 0.58 -0.02 0.95 0.162
O 1.957573 1.754269 0.332483 0.57 -4.11 0.79 -0.509
S 2.179173 -1.177693 -0.335212 -2.12 0.58 -0.19 -0.251
```
Positions in Å, forces in eV/Å.



What are the max |F| values for these records? In order: 3.25, 3.68, 4.34 eV/Å.